The following is a quantum chemistry calculation of a structure of composition HNO, from OMol25.

Output
- highest occupied orbital energy (spin up / spin down) (eV) = -11.520 / -11.518
- net charge = 0
- F_max (eV/Å) = 8.3
- energy (Ha) = -130.314687
- orbital gap (spin up / spin down) (eV) = 8.3 / 8.3

Cartesian coordinates (Å):
N -0.161 0.435 0.800
O -1.707 1.123 0.182
H 0.088 -0.076 -0.053